Entry 1:
The following is a quantum chemistry calculation of 6 unconnected molecules or ions with the total composition C43H69F15N3O16P2 at a distorted geometry, from OMol25.

```
148
Properties=species:S:1:pos:R:3:mulliken_charge:R:1
C 5.85 -1.46 3.61 -0.977
P 4.94 -1.58 2.03 0.341
O 5.72 -2.86 1.35 -0.560
C 5.59 -0.12 0.99 -1.875
N 6.13 0.86 1.93 -0.189
C 6.66 2.08 1.36 -0.247
O 8.05 2.19 1.56 -0.423
C 6.58 2.11 -0.15 -1.295
N 5.29 1.58 -0.79 -0.055
P 5.80 1.04 -2.42 0.619
O 6.54 -0.21 -2.41 -0.587
O 6.69 2.28 -2.86 -0.526
O 4.49 1.17 -3.27 -0.502
C 4.53 0.50 0.06 2.725
C 3.38 1.17 0.84 -0.811
C 3.59 2.55 1.40 -0.306
O 3.03 2.91 2.37 -0.453
C 3.87 -0.53 -0.89 -2.698
C 2.72 -1.40 -0.33 -0.980
C 1.34 -1.05 -0.92 -0.600
C 0.36 -2.24 -0.93 -0.127
C -0.88 -2.04 -0.04 -1.006
C -2.20 -2.28 -0.78 -0.660
C -3.43 -1.91 0.06 -0.929
C -4.56 -1.26 -0.76 -0.494
C -5.93 -1.71 -0.29 -0.924
C -7.06 -1.00 -1.05 -0.602
C -7.35 0.40 -0.48 -0.607
C -8.67 0.50 0.29 -0.988
N -9.09 1.89 0.42 0.578
C -9.72 2.61 -0.55 -0.415
C -9.91 3.90 -0.08 -0.671
C -9.37 3.94 1.23 -0.627
C -8.86 2.68 1.51 -0.584
H 6.00 -0.45 3.96 0.145
H 5.22 -1.98 4.33 0.463
H 6.80 -2.00 3.57 0.363
H 5.86 -2.75 0.40 0.374
H 6.40 -0.54 0.38 1.046
H 5.42 1.08 2.62 0.469
H 6.19 2.94 1.83 0.627
H 8.19 2.47 2.46 0.213
H 7.39 1.49 -0.51 0.684
H 6.71 3.13 -0.49 0.349
H 4.67 2.38 -0.96 0.831
H 7.55 1.95 -3.15 0.397
H 4.55 0.65 -4.09 0.385
H 3.08 0.52 1.66 0.308
H 2.55 1.28 0.13 0.458
H 4.26 3.26 0.89 0.380
H 3.39 0.07 -1.65 0.826
H 4.62 -1.18 -1.33 0.662
H 2.92 -2.43 -0.63 0.754
H 2.63 -1.41 0.75 0.231
H 0.91 -0.27 -0.29 0.082
H 1.43 -0.62 -1.92 0.359
H 0.89 -3.13 -0.61 0.569
H 0.02 -2.37 -1.96 -0.233
H -0.92 -1.03 0.37 0.437
H -0.83 -2.72 0.81 0.184
H -2.18 -1.68 -1.69 0.471
H -2.26 -3.33 -1.09 0.282
H -3.79 -2.80 0.56 0.473
H -3.09 -1.23 0.84 0.458
H -4.42 -1.53 -1.81 0.407
H -4.47 -0.18 -0.68 0.229
H -6.03 -1.46 0.77 0.276
H -6.02 -2.78 -0.44 0.415
H -6.73 -0.86 -2.08 0.330
H -7.97 -1.60 -1.05 0.367
H -7.39 1.12 -1.29 0.423
H -6.56 0.73 0.20 0.553
H -8.52 0.10 1.29 0.247
H -9.46 -0.08 -0.18 0.361
H -9.98 2.18 -1.50 0.398
H -10.38 4.69 -0.63 0.444
H -9.36 4.81 1.86 0.442
H -8.37 2.35 2.41 0.443
C 3.62 -4.69 -6.74 -1.192
C 3.30 -3.38 -6.05 -0.092
O 1.89 -3.10 -6.08 -0.322
C 1.16 -3.73 -5.16 0.340
O 1.55 -4.47 -4.32 -0.514
C -0.32 -3.32 -5.31 0.943
F -0.71 -3.35 -6.58 -0.248
F -0.48 -2.06 -4.85 -0.253
F -1.10 -4.12 -4.60 -0.235
H 3.23 -4.69 -7.76 0.315
H 4.70 -4.84 -6.78 0.383
H 3.17 -5.53 -6.21 0.332
H 3.76 -2.55 -6.58 0.319
H 3.66 -3.37 -5.02 0.243
C 11.20 2.02 1.55 -0.862
C 12.60 1.67 1.08 -0.450
O 12.58 1.27 -0.31 -0.311
C 12.54 2.25 -1.20 0.332
O 12.51 3.42 -0.98 -0.511
C 12.54 1.66 -2.62 0.906
F 11.68 0.64 -2.72 -0.249
F 13.76 1.21 -2.93 -0.252
F 12.19 2.59 -3.51 -0.241
H 10.52 1.18 1.37 0.257
H 11.21 2.24 2.61 0.317
H 10.82 2.88 1.01 0.350
H 12.99 0.81 1.62 0.360
H 13.29 2.50 1.22 0.355
C -12.56 1.95 2.15 -0.852
C -13.19 2.29 3.48 -0.328
O -13.34 1.11 4.30 -0.313
C -12.26 0.71 4.94 0.339
O -11.18 1.21 4.92 -0.516
C -12.60 -0.53 5.80 0.912
F -13.32 -1.42 5.11 -0.249
F -13.31 -0.16 6.87 -0.253
F -11.49 -1.12 6.22 -0.239
H -13.13 1.17 1.64 0.336
H -12.52 2.83 1.51 0.353
H -11.54 1.58 2.28 0.137
H -14.20 2.67 3.34 0.325
H -12.62 3.04 4.01 0.334
C -11.68 -0.84 -7.40 -1.106
C -10.89 0.17 -6.59 -0.217
O -10.98 -0.12 -5.17 -0.277
C -10.19 -1.07 -4.72 0.220
O -9.40 -1.72 -5.34 -0.516
C -10.38 -1.22 -3.20 1.024
F -11.67 -1.24 -2.87 -0.270
F -9.81 -0.18 -2.57 -0.216
F -9.82 -2.34 -2.76 -0.250
H -12.72 -0.87 -7.06 0.305
H -11.67 -0.56 -8.45 0.376
H -11.26 -1.84 -7.31 0.320
H -11.31 1.17 -6.70 0.310
H -9.85 0.20 -6.89 0.324
C 9.93 0.05 9.11 -1.116
C 8.56 0.29 8.52 -0.199
O 8.62 1.23 7.42 -0.302
C 8.99 0.74 6.26 0.227
O 9.29 -0.39 5.99 -0.504
C 8.97 1.86 5.20 1.039
F 9.53 2.98 5.64 -0.273
F 7.70 2.15 4.85 -0.300
F 9.60 1.49 4.09 -0.172
H 10.39 1.00 9.41 0.309
H 9.85 -0.59 9.98 0.379
H 10.59 -0.43 8.39 0.319
H 7.90 0.76 9.25 0.318
H 8.09 -0.63 8.19 0.315
```

Values from the calculation:
2S+1: 1
Strongest force on any atom (eV Å⁻¹): 1.8
HOMO-LUMO gap (eV): 6.157
E_HOMO (eV): -9.072
Charge: +1

Entry 2:
The following is a quantum chemistry calculation of a molecular structure, C43H72BCl2CsN4O4P2S2 at a distorted geometry, from OMol25.

```
131
Properties=species:S:1:pos:R:3:mulliken_charge:R:1
Cs -0.21 -0.46 0.22 3.614
C -1.71 -5.67 -0.75 -2.147
C -0.64 -5.54 0.33 1.696
C 0.10 -6.87 0.50 -1.836
C -1.35 -5.20 1.65 -2.458
P 0.36 -3.96 -0.05 0.854
C 1.69 -4.10 1.28 -0.806
N 1.23 -3.38 2.43 0.264
B 0.56 -2.11 2.46 -0.420
N 0.25 -1.85 3.82 0.371
C -0.41 -0.69 4.36 -0.601
P -1.90 -0.31 3.27 0.339
C -3.25 -1.29 4.21 1.720
C -2.79 -2.75 4.10 -2.327
C -4.55 -1.14 3.43 -1.961
C -3.49 -0.97 5.69 -1.811
C -2.19 1.56 3.49 2.543
C -0.84 2.27 3.36 -2.516
C -2.87 2.04 4.78 -2.023
C -3.05 1.95 2.29 -1.832
C 0.71 -2.90 4.59 0.746
C 0.65 -3.12 5.95 -0.653
C 1.19 -4.29 6.46 -0.897
C 1.79 -5.22 5.62 -0.886
C 1.86 -5.01 4.25 -0.833
C 1.32 -3.85 3.73 0.472
C 1.31 -4.19 -1.69 2.425
C 0.34 -3.73 -2.78 -1.837
C 2.49 -3.21 -1.68 -2.294
C 1.84 -5.58 -2.03 -2.134
H -2.47 -6.39 -0.44 0.508
H -1.28 -6.03 -1.69 0.390
H -2.19 -4.71 -0.93 0.346
H -0.62 -7.62 0.83 0.508
H 0.87 -6.81 1.27 0.300
H 0.55 -7.22 -0.42 0.333
H -2.07 -5.98 1.90 0.725
H -1.88 -4.26 1.54 0.361
H -0.65 -5.12 2.47 0.269
H 2.61 -3.64 0.89 0.415
H 1.92 -5.14 1.53 -0.256
H 0.26 0.17 4.32 0.338
H -0.70 -0.86 5.40 -0.229
H -2.49 -2.98 3.08 0.268
H -3.60 -3.42 4.37 0.742
H -1.95 -2.96 4.75 0.339
H -4.41 -1.41 2.38 0.264
H -4.93 -0.12 3.48 0.341
H -5.31 -1.80 3.85 0.496
H -2.56 -0.78 6.22 0.225
H -3.97 -1.83 6.16 0.486
H -4.14 -0.11 5.81 0.379
H -0.29 2.26 4.30 0.375
H -1.00 3.31 3.08 0.648
H -0.22 1.81 2.59 0.600
H -2.36 1.67 5.67 0.335
H -3.91 1.73 4.82 0.295
H -2.85 3.13 4.80 0.540
H -2.50 1.85 1.36 0.342
H -3.37 2.99 2.38 0.552
H -3.95 1.34 2.22 0.231
H 0.19 -2.41 6.62 0.465
H 1.14 -4.49 7.52 0.420
H 2.21 -6.12 6.04 0.417
H 2.34 -5.74 3.63 0.458
H -0.06 -2.75 -2.56 0.288
H -0.50 -4.42 -2.88 0.342
H 0.84 -3.69 -3.75 0.509
H 2.20 -2.26 -1.24 0.329
H 2.83 -3.02 -2.70 0.628
H 3.33 -3.61 -1.12 0.447
H 1.03 -6.27 -2.26 0.370
H 2.44 -6.00 -1.23 0.356
H 2.46 -5.51 -2.93 0.498
S -1.59 2.02 -1.16 -0.473
C -0.59 3.12 -1.96 -1.716
N -1.16 4.26 -2.48 0.515
C -0.26 5.25 -3.01 -1.142
C 0.81 4.55 -3.83 -0.387
N 1.54 3.71 -2.92 0.647
C 2.92 3.40 -3.22 -0.501
C 3.68 4.65 -3.58 -0.187
C 3.84 5.66 -2.64 -0.115
C 4.49 6.84 -2.99 -0.660
C 4.98 7.01 -4.27 -0.389
C 4.83 6.01 -5.21 -0.640
C 4.18 4.83 -4.86 -0.195
C 0.81 2.95 -2.05 -0.071
S 1.62 1.84 -1.05 0.031
C -2.55 4.31 -2.90 -1.206
C -2.63 4.31 -4.40 0.512
C -2.90 5.48 -5.10 -0.328
C -2.88 5.50 -6.48 -0.653
C -2.61 4.34 -7.18 -0.408
C -2.34 3.17 -6.50 -0.690
C -2.34 3.15 -5.12 -0.243
H 0.22 5.79 -2.18 0.407
H -0.82 5.96 -3.62 0.418
H 1.49 5.27 -4.29 0.494
H 0.34 3.95 -4.63 0.143
H 2.98 2.67 -4.05 0.257
H 3.35 2.94 -2.33 0.165
H 3.45 5.53 -1.65 0.457
H 4.59 7.63 -2.26 0.395
H 5.48 7.93 -4.54 0.377
H 5.19 6.14 -6.22 0.390
H 4.06 4.05 -5.60 0.368
H -3.01 5.21 -2.48 0.328
H -3.05 3.43 -2.48 0.436
H -3.12 6.39 -4.54 0.436
H -3.08 6.43 -7.01 0.391
H -2.62 4.35 -8.26 0.385
H -2.12 2.27 -7.05 0.415
H -2.12 2.24 -4.59 0.452
O -0.24 4.51 0.86 -0.583
H 0.46 3.89 0.64 0.245
H -1.04 4.15 0.47 0.279
O -2.67 -1.17 -0.79 -0.457
H -2.48 -0.66 -1.59 0.246
H -3.22 -0.58 -0.27 0.265
O 1.03 -0.24 -3.46 -0.575
H 1.65 -0.97 -3.38 0.198
H 1.28 0.40 -2.77 0.231
O 2.27 1.49 2.39 -0.389
H 2.38 1.78 1.48 0.098
H 3.03 1.82 2.88 0.185
Cl 4.99 0.36 -1.22 -0.087
C 5.14 -0.95 -0.03 -0.607
Cl 3.71 -1.01 1.02 0.084
H 6.02 -0.76 0.58 0.423
H 5.22 -1.89 -0.57 0.263
```

Values from the calculation:
2S+1: 1
Strongest force on any atom (eV Å⁻¹): 1.3
HOMO-LUMO gap (alpha / beta) (eV): 7.100 / 5.709
E_HOMO (alpha / beta) (eV): -7.120 / -5.811

Entry 3:
The following is a quantum chemistry calculation of a molecular structure, C43H72N2OP3PdSSi, from OMol25.

```
124
Properties=species:S:1:pos:R:3:mulliken_charge:R:1
Pd 1.17 -0.07 0.29 0.924
C 3.42 0.30 -2.80 -1.679
Si 1.92 -0.42 -1.87 1.364
C 1.88 -2.26 -2.46 -0.100
C 2.88 -2.84 -3.25 -0.551
C 2.82 -4.17 -3.65 -0.709
C 1.73 -4.95 -3.30 -1.135
C 0.73 -4.40 -2.50 -0.347
C 0.81 -3.08 -2.05 0.018
P -0.45 -2.34 -0.91 0.877
C -2.01 -3.27 -1.40 0.004
C -3.20 -2.73 -0.57 -0.028
C -4.53 -2.78 -1.33 -0.923
C -4.57 -4.00 -2.25 -0.844
C -3.50 -3.85 -3.35 -1.042
C -2.30 -3.02 -2.88 -0.664
C 0.06 -3.17 0.70 0.574
C -0.10 -4.69 0.87 -0.857
C -1.29 -5.06 1.76 -0.375
C -1.10 -4.52 3.18 -1.073
C -0.36 -3.17 3.19 -0.608
C -0.58 -2.41 1.89 1.390
C 0.47 0.24 -2.98 0.314
C 0.21 -0.32 -4.24 -0.139
C -0.89 0.04 -5.00 -1.142
C -1.77 1.00 -4.53 -0.906
C -1.52 1.59 -3.30 -0.208
C -0.42 1.23 -2.52 0.205
P -0.10 2.03 -0.89 0.406
C -0.42 3.81 -1.37 0.132
C 0.55 4.19 -2.51 -0.664
C 0.99 5.66 -2.44 -0.840
C -0.15 6.54 -1.93 -0.703
C -0.50 6.17 -0.48 -1.092
C -0.16 4.71 -0.16 -0.505
C -1.64 1.55 0.07 1.407
C -2.91 2.39 -0.07 -0.546
C -4.04 1.83 0.79 -0.658
C -3.63 1.74 2.26 -1.212
C -2.37 0.88 2.41 -0.265
C -1.24 1.43 1.55 1.764
H 3.35 0.14 -3.88 0.426
H 4.37 -0.12 -2.46 0.350
H 3.46 1.38 -2.62 0.220
H 3.71 -2.23 -3.57 0.329
H 3.61 -4.59 -4.27 0.368
H 1.66 -5.98 -3.63 0.405
H -0.13 -5.01 -2.26 0.210
H -1.92 -4.35 -1.23 0.763
H -2.99 -1.70 -0.27 -0.758
H -3.29 -3.31 0.36 0.155
H -4.65 -1.88 -1.94 0.318
H -5.36 -2.79 -0.63 0.559
H -5.56 -4.13 -2.70 0.480
H -4.37 -4.89 -1.66 0.302
H -3.94 -3.38 -4.24 0.457
H -3.16 -4.85 -3.66 0.310
H -2.50 -1.95 -3.02 -0.061
H -1.43 -3.24 -3.50 0.624
H 1.12 -2.92 0.72 -0.447
H 0.81 -5.10 1.33 0.512
H -0.19 -5.19 -0.09 0.211
H -1.42 -6.14 1.78 0.575
H -2.20 -4.65 1.32 -0.166
H -0.54 -5.25 3.78 0.424
H -2.07 -4.42 3.66 0.346
H 0.72 -3.33 3.31 -0.099
H -0.68 -2.57 4.04 0.424
H -0.13 -1.42 1.94 -0.864
H -1.66 -2.27 1.72 -0.373
H 0.88 -1.08 -4.62 0.400
H -1.06 -0.43 -5.97 0.362
H -2.64 1.29 -5.11 0.407
H -2.20 2.36 -2.94 0.088
H -1.45 3.97 -1.71 0.591
H 0.07 3.99 -3.47 0.403
H 1.44 3.55 -2.47 -0.097
H 1.33 6.00 -3.42 0.483
H 1.85 5.76 -1.77 0.288
H -1.02 6.38 -2.58 0.334
H 0.11 7.60 -2.01 0.437
H -1.57 6.35 -0.31 0.283
H 0.04 6.83 0.21 0.440
H -0.72 4.38 0.71 0.171
H 0.90 4.61 0.11 -0.003
H -1.85 0.53 -0.29 -0.660
H -3.23 2.42 -1.11 0.037
H -2.71 3.42 0.23 0.309
H -4.29 0.82 0.44 0.172
H -4.94 2.44 0.68 0.468
H -4.45 1.34 2.87 0.444
H -3.42 2.75 2.63 0.365
H -2.60 -0.14 2.09 -0.060
H -2.07 0.82 3.46 0.403
H -0.35 0.79 1.60 -2.409
H -0.93 2.42 1.91 0.126
C 4.22 -1.07 1.23 -1.139
P 3.48 -0.89 2.85 1.224
C 4.60 0.22 3.74 -1.184
C 3.65 -2.50 3.64 -1.273
O 2.06 -0.41 2.92 -1.092
H 5.29 -1.27 1.35 0.556
H 4.04 -0.16 0.67 0.049
H 3.74 -1.88 0.68 0.231
H 5.59 -0.23 3.85 0.426
H 4.19 0.43 4.73 0.312
H 4.68 1.14 3.17 0.244
H 4.69 -2.79 3.74 0.403
H 3.12 -3.24 3.04 0.228
H 3.18 -2.47 4.63 0.361
C 2.87 5.09 4.23 -1.042
N 2.47 4.71 2.88 -0.209
C 2.57 3.39 2.48 0.429
S 3.44 2.96 1.12 -0.276
N 1.90 2.49 3.20 0.776
C 0.87 2.76 4.18 -1.212
H 3.92 5.39 4.26 0.335
H 2.75 4.25 4.91 0.335
H 2.26 5.92 4.60 0.300
H 2.92 5.28 2.17 0.323
H 2.06 1.50 2.96 -0.395
H 0.49 3.77 4.05 0.475
H 1.22 2.63 5.21 0.364
H 0.05 2.06 4.02 0.108
```

Values from the calculation:
2S+1: 1
Strongest force on any atom (eV Å⁻¹): 0.8
HOMO-LUMO gap (eV): 4.231
E_HOMO (eV): -1.885
Charge: -1